{
  "formula": "C46H72N6O8",
  "method": "ωB97M-V/def2-TZVPD",
  "relative_energy_ev": 0.000,
  "spin_multiplicity": 1,
  "homo_energy_ev": -8.2,
  "gap_ev": 8.552,
  "species": ["C", "C", "H", "H", "C", "C", "H", "C", "O", "C", "H", "C", "H", "H", "C", "C", "H", "H", "H", "C", "H", "C", "C", "C", "H", "H", "C", "C", "O", "C", "C", "H", "H", "C", "C", "H", "H", "H", "H", "H", "H", "H", "H", "C", "N", "H", "H", "H", "H", "H", "O", "H", "H", "C", "H", "H", "N", "H", "C", "H", "H", "C", "H", "H", "H", "C", "H", "H", "C", "H", "H", "C", "O", "H", "C", "H", "H", "C", "H", "H", "H", "C", "C", "N", "C", "H", "H", "H", "C", "C", "H", "C", "C", "H", "H", "H", "N", "H", "H", "H", "C", "C", "C", "C", "H", "C", "O", "C", "H", "C", "O", "H", "H", "H", "H", "H", "H", "H", "C", "C", "C", "O", "O", "H", "H", "H", "H", "H", "C", "N", "H", "N"],
  "positions_angstrom": [[-2.53179, 4.14744, 1.85194], [-5.46777, 1.97649, -0.20705], [0.81426, 1.97600, -3.90055], [3.02666, -4.37390, 5.35969], [-1.21788, -6.85538, 1.25855], [-5.56164, 1.69111, -1.56372], [-1.75401, -1.24721, -5.30378], [-0.23944, 2.26281, -3.93447], [3.99971, 0.59669, -3.40691], [1.63137, -3.98419, 3.67993], [-3.27649, 0.99843, 5.73801], [-0.55532, -5.66909, 0.88939], [-1.64683, 3.88213, -1.93947], [-0.75609, 1.64245, -3.20473], [-0.58706, 4.09014, -2.13646], [5.47624, 4.51628, -2.27052], [6.81812, 0.59446, -4.10101], [1.41983, 2.89572, 3.63379], [-1.77091, -2.10942, 4.49458], [2.56242, -1.97117, 3.21113], [-0.45576, -1.77421, 5.64034], [2.65122, -3.74431, 4.56989], [2.59313, -3.38128, -1.12821], [-3.54354, 3.05855, 3.51664], [4.40259, 4.20221, 1.72107], [3.98759, -2.11394, 4.76877], [1.20512, 0.51443, -1.28264], [-0.31886, 3.73206, -3.57825], [3.32272, -3.47943, -4.55091], [3.84695, 4.08516, 2.65390], [-1.02055, -3.00532, -4.42891], [-1.77312, 4.42133, 1.13659], [2.75376, 2.28768, 4.63343], [-3.69412, 4.79680, 2.14657], [3.21465, 2.72415, 2.51565], [4.52334, 4.10429, 3.50638], [6.24360, 1.45154, -5.56890], [-3.84651, 1.86683, 1.12329], [1.97049, 1.24602, 3.45842], [-0.89539, -4.61502, -2.94028], [3.67938, 0.57330, -6.32557], [3.10380, 4.87374, 2.75265], [2.96545, -4.31002, -0.68867], [2.31403, 2.26567, 3.63760], [-2.72150, -5.46534, 0.43220], [2.47986, 3.53950, -2.66886], [-3.55755, -5.03654, 0.08470], [4.79233, -0.82596, -6.01691], [-1.37512, -3.84130, -0.05441], [3.19204, -0.74073, -5.22892], [3.43935, 2.00922, 1.56485], [0.51449, -5.53825, 0.90002], [-0.74831, -7.72963, 1.68076], [1.55735, -2.82831, 2.86191], [-3.59568, -1.45949, 1.07130], [-6.19954, -0.19061, 1.05255], [-4.16353, 1.75915, 0.17196], [2.13016, 1.15396, 0.54810], [4.03020, -0.16272, -5.59985], [-3.50858, -1.15794, -3.59205], [-5.13219, 4.40127, 3.67372], [0.37831, 0.03311, 0.72271], [1.96272, -2.93220, -0.35675], [-4.16383, 5.66066, 1.70304], [-0.16262, -3.18326, -5.06099], [-3.44785, 1.36088, -0.92098], [-2.33251, 0.13890, 7.03624], [6.04291, 5.18032, -1.61894], [-1.50354, -4.82841, 0.35964], [-3.29348, -0.74414, 5.83130], [-7.10046, -1.02513, 2.25211], [-4.25456, 1.39157, -2.00240], [4.18028, -2.61395, -2.68756], [1.47714, -4.38444, -2.70967], [4.04675, 5.00550, -2.41866], [-6.14432, -2.01094, 1.10923], [3.28848, 3.62784, -0.98710], [-2.56875, -6.66347, 1.05814], [-3.42334, -7.29572, 1.23242], [-2.84580, -0.89260, 2.63162], [-2.39294, 1.14808, -0.82787], [3.79989, -2.43332, -1.31042], [-2.67158, 0.13601, 6.00024], [1.41587, 0.61515, 0.06646], [-6.17443, -1.08575, 1.67933], [0.24225, 0.21108, 1.78049], [1.91701, 0.94063, -1.97143], [2.86158, -1.04214, 2.75560], [3.18473, -3.15028, -3.39786], [0.09694, -0.29706, -1.47112], [-3.84501, 2.39919, 4.31285], [-2.46299, -2.99201, -2.75355], [1.99707, -3.45248, -2.51834], [6.00671, 2.13755, -3.94377], [-0.52160, 5.17302, -2.03494], [5.53617, 3.49493, -1.89310], [3.22541, -2.53875, 4.27820], [-6.47307, 1.83818, -2.12054], [5.98879, 4.54071, -3.23504], [4.63559, -2.60193, -0.64027], [-3.65592, -1.43943, 2.16401], [-1.36790, -3.72061, -3.30290], [-2.75547, -1.92636, -3.55218], [-2.44077, 3.00184, 2.70639], [3.40031, -1.42464, -1.17106], [-5.00033, -0.93124, 2.61210], [-0.18980, 4.58601, -4.42057], [4.66395, 0.55538, -4.42265], [-2.95806, -3.13803, -1.80390], [2.92369, 4.13835, -1.87791], [3.85194, 6.14481, -2.76738], [-0.64782, 2.15123, -4.93673], [-1.64382, 2.27968, 2.72761], [0.92936, -4.79676, 3.76258], [-0.29366, -1.35424, 3.96947], [1.27470, -2.64113, -2.64973], [-0.00462, 3.54609, -1.39577], [-1.22260, -1.30946, -0.00367], [6.03274, 1.21736, -4.52615], [-1.01541, -1.38127, 4.78714], [-0.37595, -0.66757, -0.18909], [-5.12901, -0.34763, 3.66340], [-0.87911, 0.97704, 4.68696], [-6.23136, 2.18572, 0.52294], [0.88315, -2.63807, 2.03938], [2.20124, 4.86903, -1.50905], [-0.41055, -0.51158, -2.39968], [-3.94498, 1.25333, -3.02711], [-1.49677, 0.01735, 5.09278], [-4.30240, 4.15136, 3.17356], [-3.62378, -2.51839, 2.36553], [-1.82006, -1.91978, -4.56489]],
  "forces_ev_per_a": [[0.450, -0.511, -0.038], [0.306, -0.741, -0.561], [0.004, -0.092, -0.199], [0.020, 0.116, 0.070], [-0.536, -0.230, 0.745], [-0.418, 1.075, 1.111], [-0.066, 0.029, -0.092], [-0.087, 0.317, 0.183], [0.518, 0.474, 0.416], [0.010, 0.635, 0.783], [0.177, 0.202, 0.340], [0.011, -0.037, -0.650], [0.067, -0.338, 0.001], [-0.096, 0.003, -0.065], [-0.804, 0.508, -0.123], [0.162, -0.588, -0.448], [-0.062, -0.217, -0.126], [0.046, 0.077, 0.201], [-0.281, 0.157, 0.335], [0.061, -0.276, 0.313], [-0.205, -0.011, 0.151], [0.120, -0.372, 0.017], [0.830, 0.481, 1.396], [-0.103, -0.422, 0.271], [0.139, 0.419, 0.227], [0.115, -0.068, 0.052], [0.143, -0.624, -0.033], [0.085, -0.189, 0.313], [-0.080, 0.673, 0.187], [0.188, -0.424, -0.937], [1.164, -0.770, 0.125], [-0.248, 0.124, -0.200], [0.201, 0.335, -0.078], [-0.126, 0.852, -0.346], [-0.094, -0.092, 1.266], [-0.034, 0.040, 0.080], [0.228, -0.063, 0.035], [0.332, 0.025, -0.067], [0.055, 0.024, -0.067], [-0.022, 0.001, 0.101], [0.198, -0.088, -0.184], [-0.058, -0.016, 0.120], [-0.265, -0.314, -0.505], [-0.549, -0.375, -0.393], [0.652, 1.099, 0.206], [0.075, -0.412, 0.237], [-0.268, -0.233, 0.142], [-0.266, 0.026, -0.403], [-0.185, -0.037, -0.110], [-0.021, -0.065, -0.031], [0.080, 0.133, -0.344], [-0.029, 0.284, 0.083], [-0.139, -0.005, 0.058], [-0.117, -0.010, -0.878], [0.144, 0.574, 0.016], [0.261, -0.297, -0.420], [-1.025, -0.237, -0.103], [-0.030, -0.087, -0.312], [0.935, 0.131, 0.262], [-0.116, -0.104, 0.570], [-0.173, 0.230, -0.197], [0.179, -0.835, 0.582], [-0.302, -0.122, -0.226], [0.190, 0.032, 0.009], [-0.183, 0.102, -0.209], [1.215, 0.461, 1.061], [-0.064, 0.174, 0.023], [-0.188, 0.089, 0.094], [0.279, -0.073, 0.032], [-0.112, 0.037, 0.286], [0.080, -0.221, 0.123], [-0.538, -0.399, -1.169], [0.594, 0.479, 0.248], [0.268, -0.061, -0.450], [0.507, 0.443, 0.879], [0.045, 0.144, -0.277], [-0.069, -0.718, -0.357], [0.176, -0.590, -0.510], [0.105, -0.098, -0.012], [0.115, -0.099, -0.005], [-0.014, 0.030, -0.074], [-1.479, 0.171, -0.250], [-0.641, -0.497, -0.393], [-0.572, 0.856, -0.112], [-0.308, 0.128, 0.511], [0.143, -0.406, 0.058], [-0.057, -0.057, -0.092], [0.056, 0.063, 0.140], [-0.050, -1.728, -0.700], [0.426, 0.300, -0.134], [-0.083, 0.058, -0.041], [-0.498, -0.165, 0.904], [-0.103, 0.549, 0.737], [-0.014, -0.014, -0.014], [0.425, -0.040, 0.132], [-0.040, 0.040, 0.064], [-0.260, 0.124, -0.411], [0.131, -0.170, -0.227], [-0.112, 0.088, -0.043], [0.156, -0.152, -0.219], [-0.553, -0.749, -0.708], [-0.515, 1.188, -0.517], [0.611, 0.555, -0.893], [-0.264, 0.803, -0.117], [0.488, 0.190, -0.179], [-0.016, 0.351, -0.165], [-0.001, 0.067, -0.124], [-0.960, -0.271, 0.243], [-0.106, -0.352, -0.143], [0.195, 1.289, 0.295], [-0.182, -0.097, -0.390], [0.158, -0.201, -0.039], [-0.014, -0.053, 0.150], [0.085, -0.117, -0.296], [0.009, 0.173, 0.066], [-0.025, -0.035, 0.018], [0.135, -0.076, -0.116], [-0.115, 0.196, 0.145], [-0.663, 0.099, -0.138], [0.617, -0.151, -0.609], [-0.427, 0.606, 0.016], [0.106, 0.075, 0.310], [-0.078, 0.149, -0.161], [0.021, 0.226, -0.015], [-0.072, -0.106, 0.051], [-0.304, -0.179, -0.294], [0.290, -0.273, -0.090], [0.005, -0.211, 0.065], [0.624, -0.330, 0.062], [0.403, -1.087, 0.372], [0.206, 0.120, 0.516], [-0.331, -0.416, 0.221]],
  "lowdin_charge": [-0.1093, -0.1465, 0.0755, 0.1053, -0.1119, -0.1020, 0.1432, -0.0125, 0.0327, -0.1008, 0.0607, -0.1166, 0.0816, 0.0511, -0.0316, -0.0279, 0.0901, 0.0937, 0.0767, -0.1324, 0.0978, -0.1423, -0.1462, -0.1335, 0.0797, 0.1400, -0.1295, -0.5073, 0.0954, -0.0074, -0.1529, 0.0876, 0.0911, -0.1461, -0.4752, 0.0902, 0.0801, 0.1032, 0.0588, 0.0874, 0.0876, 0.0908, 0.1153, -0.0085, 0.0098, 0.0772, 0.1364, 0.0909, 0.0847, 0.0673, 0.0379, 0.0885, 0.0909, -0.1457, 0.0717, 0.0635, 0.0397, 0.0918, -0.0127, 0.0965, 0.1453, -0.1435, 0.0960, 0.1109, 0.1148, -0.1415, 0.0966, 0.0852, -0.1417, 0.0772, 0.0859, -0.1312, 0.0271, 0.1173, -0.4802, 0.0816, 0.0709, -0.1381, 0.1047, 0.0687, 0.0962, -0.1270, -0.0140, 0.0443, -0.0100, 0.1005, 0.0867, 0.0984, -0.4938, -0.1199, 0.0899, -0.1276, -0.0742, 0.0548, 0.0849, 0.0676, 0.0139, 0.0883, 0.0788, 0.1245, -0.0120, -0.0973, -0.1328, -0.1155, 0.1072, -0.4961, 0.0700, -0.4686, 0.0738, -0.0058, 0.0709, 0.0847, 0.0746, 0.0900, 0.0525, 0.1053, 0.0689, 0.0733, -0.0010, -0.0219, -0.1180, 0.0547, 0.0475, 0.1055, 0.0791, 0.0802, 0.0798, 0.0853, -0.4976, 0.0221, 0.0933, 0.0163]
}